H18O9 | ωB97M-V/def2-TZVPD

Each line ends with the natural charge from an NBO analysis.
CARTESIAN COORDINATES (ANGSTROEM)
O  2.627  -0.573  2.508  -0.93
O  -0.196  2.016  1.389  -0.93
O  3.365  0.182  -3.624  -0.93
O  -2.325  -0.109  2.171  -0.93
O  -1.391  3.991  0.667  -0.93
O  -1.109  -4.446  -3.049  -0.92
O  -3.452  2.249  3.013  -0.92
O  0.270  -0.499  0.107  -0.92
O  2.229  -3.032  -3.518  -0.92
H  0.140  -0.412  1.017  0.45
H  3.152  -0.157  -2.762  0.46
H  1.616  -0.670  2.654  0.46
H  -0.453  1.136  1.129  0.45
H  -4.429  2.001  2.878  0.47
H  2.253  -2.089  -3.747  0.47
H  -2.164  -0.069  3.048  0.46
H  0.580  0.370  -0.196  0.47
H  -2.072  4.288  0.114  0.46
H  -3.206  2.254  2.077  0.46
H  2.917  -0.525  3.430  0.47
H  1.855  -2.995  -2.694  0.45
H  -2.162  0.839  1.894  0.46
H  -0.553  -4.205  -2.298  0.46
H  -1.948  -4.531  -2.470  0.46
H  -0.672  4.631  0.606  0.47
H  4.236  0.026  -3.721  0.46
H  0.773  1.871  1.725  0.47

Results
**Orbital gap**: 11.21 eV
**Energy**: -18717.3870 eV
**LUMO energy**: 0.0 eV
**SMILES string**: O.O.O.O.O.O.O.O.O
**ΔE to the lowest compared entry with this formula, charge and spin**: 109.5 kcal/mol